Entry 1:
Molecular formula: C51H47F6N4O3PS5Sc
Method: DFT, wB97M-V/def2-TZVPD

Properties
- Largest force on an atom: 2.408 eV/A
- Kohn-Sham gap (spin up / spin down): 7.0 / 5.8 eV
- E_HOMO (spin up / spin down): -12.46 / -12.46 eV
- LUMO energy (spin up / spin down): -5.427 / -6.639 eV
- Electronic energy: -166219.7448 eV
- Expectation value of S²: 0.756

Structure (ORCA input):
```
! RIJCOSX wB97M-V def2-TZVPD def2/J DEFGRID3
* xyz 2 2
Sc 1.855 0.078 0.026
C 6.600 0.417 4.524
S 5.299 -0.769 4.091
C 4.622 0.033 2.630
S 5.474 -0.653 1.348
N 3.721 0.925 2.746
N 2.974 1.399 1.747
C 2.725 2.665 1.759
C 1.961 3.286 0.700
C 1.837 4.679 0.650
C 1.226 5.273 -0.439
C 0.787 4.455 -1.469
C 0.954 3.083 -1.349
N 1.495 2.497 -0.287
H 7.094 0.013 5.404
H 6.153 1.382 4.746
H 7.304 0.497 3.700
H 3.184 3.313 2.506
H 2.239 5.283 1.447
H 1.118 6.345 -0.498
H 0.337 4.863 -2.357
H 0.665 2.426 -2.162
C -1.684 -4.883 5.577
C -1.459 -3.871 4.500
C -1.614 -2.511 4.755
C -1.443 -1.572 3.754
C -1.103 -1.985 2.476
C -0.947 -3.338 2.205
C -1.118 -4.272 3.209
S -0.879 -0.906 1.045
O 0.245 0.063 1.367
C -2.337 0.129 1.264
C -2.336 1.160 2.208
C -3.423 1.981 2.303
C -4.512 1.844 1.420
C -5.582 2.761 1.448
C -6.583 2.685 0.522
C -6.579 1.665 -0.444
C -5.573 0.737 -0.477
C -4.507 0.807 0.445
C -3.389 -0.065 0.394
C -3.224 -1.109 -0.638
C -3.948 -2.328 -0.620
C -4.969 -2.588 0.319
C -5.620 -3.792 0.333
C -5.257 -4.802 -0.572
C -4.274 -4.580 -1.498
C -3.605 -3.337 -1.563
C -2.603 -3.079 -2.523
C -1.940 -1.881 -2.552
C -2.249 -0.910 -1.596
S -1.331 0.642 -1.427
O 0.109 0.225 -1.223
C -1.375 1.293 -3.102
C -2.295 2.310 -3.309
C -2.270 3.036 -4.484
C -1.319 2.754 -5.460
C -1.243 3.581 -6.698
C -0.424 1.706 -5.248
C -0.437 0.978 -4.073
H -1.610 -4.429 6.561
H -0.969 -5.699 5.501
H -2.681 -5.316 5.483
H -1.890 -2.178 5.746
H -1.588 -0.528 3.971
H -0.701 -3.652 1.203
H -0.996 -5.323 2.987
H -1.453 1.311 2.809
H -3.457 2.770 3.038
H -5.579 3.533 2.204
H -7.383 3.408 0.528
H -7.381 1.618 -1.163
H -5.586 -0.060 -1.206
H -5.235 -1.815 1.021
H -6.411 -3.975 1.043
H -5.766 -5.753 -0.533
H -3.994 -5.354 -2.195
H -2.363 -3.844 -3.244
H -1.174 -1.682 -3.284
H -3.006 2.533 -2.528
H -2.976 3.840 -4.631
H -1.977 4.380 -6.670
H -1.426 2.971 -7.580
H -0.252 4.018 -6.804
H 0.301 1.475 -6.013
H 0.294 0.202 -3.900
F 3.099 -1.477 -0.473
P 2.461 -2.213 -1.927
F 1.721 -2.781 -3.185
F 2.832 -3.622 -1.334
F 1.054 -2.199 -1.021
F 3.884 -2.008 -2.597
F 2.094 -0.662 -2.381
O 3.593 0.978 -0.847
S 4.860 0.867 -1.676
C 5.647 2.530 -1.542
C 4.978 3.411 -2.580
C 4.896 2.550 -3.834
C 4.284 1.232 -3.386
H 6.700 2.390 -1.776
H 5.543 2.881 -0.520
H 5.540 4.329 -2.751
H 3.973 3.677 -2.248
H 5.894 2.400 -4.249
H 4.279 3.015 -4.601
H 4.545 0.391 -4.021
H 3.202 1.308 -3.288
C 2.216 -3.411 4.246
C 1.960 -2.059 4.412
C 1.896 -1.252 3.291
N 2.103 -1.687 2.043
C 2.316 -2.997 1.897
C 2.367 -3.890 2.956
H 2.287 -4.068 5.098
H 1.830 -1.629 5.392
H 1.677 -0.198 3.399
H 2.454 -3.364 0.891
H 2.544 -4.937 2.766
*
```

Entry 2:
Molecular formula: C4H5NO3
Method: DFT, wB97M-V/def2-TZVPD

Properties
- SMILES string: N#CC(=O)[C@@H](O)CO
- Largest force on an atom: 12.367 eV/A
- Kohn-Sham gap: 9.9 eV
- E_HOMO: -10.99 eV
- LUMO energy: -1.080 eV
- Electronic energy: -11855.5993 eV

Structure (ORCA input):
```
! RIJCOSX wB97M-V def2-TZVPD def2/J DEFGRID3
* xyz 0 1
N 0.129 -1.932 -2.800
C 0.298 -0.909 -1.995
C 0.162 0.559 -1.309
O -0.505 1.410 -2.083
C 0.452 0.689 0.191
O 0.561 2.096 0.574
C -0.403 -0.280 1.099
O -0.171 -1.674 0.961
H 1.629 0.289 0.009
H -0.556 2.259 0.583
H -0.108 -0.070 2.102
H -1.351 -0.065 0.844
H -0.137 -2.372 1.823
*
```

Entry 3:
Molecular formula: C5H11P
Method: DFT, wB97M-V/def2-TZVPD

Properties
- SMILES string: C=C=C.CPC
- Largest force on an atom: 3.832 eV/A
- Kohn-Sham gap: 10.3 eV
- E_HOMO: -9.40 eV
- LUMO energy: 0.911 eV
- Electronic energy: -14648.8753 eV

Structure (ORCA input):
```
! RIJCOSX wB97M-V def2-TZVPD def2/J DEFGRID3
* xyz 0 1
C -2.586 -0.802 0.522
C -3.140 -0.840 -0.621
C -3.641 -0.746 -1.804
H -3.161 -0.632 1.485
H -1.475 -0.828 0.661
H -3.615 -1.619 -2.436
H -3.917 0.255 -2.069
C 2.976 0.289 1.430
P 2.011 -0.665 0.106
C 1.636 0.948 -0.735
H 4.032 0.049 1.461
H 2.931 1.350 1.333
H 2.699 0.031 2.443
H 0.716 -0.468 0.701
H 1.314 1.625 0.047
H 2.512 1.377 -1.154
H 0.709 0.676 -1.369
*
```

Entry 4:
Molecular formula: C2H7N4
Method: DFT, wB97M-V/def2-TZVPD

Properties
- SMILES string: [H]/N=N/NC(C)=[NH2+]
- Largest force on an atom: 2.755 eV/A
- Kohn-Sham gap: 10.5 eV
- E_HOMO: -15.16 eV
- LUMO energy: -4.642 eV
- Electronic energy: -8139.6050 eV

Structure (ORCA input):
```
! RIJCOSX wB97M-V def2-TZVPD def2/J DEFGRID3
* xyz 1 1
H 3.701 -0.117 0.050
N 2.849 0.438 -0.088
N 1.902 -0.344 -0.098
N 0.702 0.457 -0.038
C -0.506 -0.091 -0.019
C -1.752 0.695 -0.161
N -0.475 -1.397 0.253
H 0.924 1.488 0.124
H -2.102 0.710 -1.208
H -2.603 0.340 0.393
H -1.720 1.812 0.213
H -1.336 -2.033 0.348
H 0.416 -1.959 0.232
*
```